1.
Molecular formula: C32H27EuN4O4P
Method: DFT, ωB97M-V/def2-TZVPD

Its spin multiplicity is 8. The frontier orbital gap (spin up / spin down) comes out at 6.874 / 7.461 eV. The calculation puts the energy above the lowest of the compared OMol25 structures with the same formula, charge and spin at 0.0 kJ/mol. The value obtained for the LUMO energy (spin up / spin down) is -0.56 / -0.55 eV.

Last column: natural (NBO) charge in e.
Positions of all 69 atoms, in Å:
Eu 1.1068 0.8532 -1.9269  1.57
O 3.0177 0.7582 2.4279  -0.69
C 2.8390 2.0137 2.9200  0.43
C 3.4244 2.3232 4.1436  -0.31
C 3.2099 3.5417 4.7109  -0.17
C 2.4071 4.5140 4.1401  -0.27
C 1.8322 4.2210 2.9317  -0.13
C 2.0866 3.0170 2.2632  -0.26
C 1.5094 2.8068 0.9293  0.61
O 1.5848 1.5945 0.4864  -0.86
N 1.0448 3.8289 0.2416  -0.46
N 0.5871 3.3989 -0.9695  -0.29
C 0.4850 4.3384 -1.7975  0.03
C 0.1888 4.0577 -3.2198  0.15
C 0.0038 5.0826 -4.1135  -0.23
C -0.4522 4.7811 -5.3978  -0.14
C -0.5762 3.4422 -5.7441  -0.26
C -0.1626 2.4655 -4.8577  0.06
N 0.1616 2.7546 -3.6107  -0.50
H 2.5731 0.8183 1.5696  0.51
H 3.9883 1.5504 4.6782  0.22
H 3.6378 3.7785 5.6749  0.21
H 2.2245 5.4468 4.6837  0.21
H 1.2122 4.9857 2.4321  0.23
H 0.8877 5.3097 -1.5507  0.19
H 0.1370 6.1198 -3.7396  0.23
H -0.6006 5.5217 -6.1645  0.23
H -0.8609 3.1764 -6.7397  0.23
H -0.1069 1.4115 -5.1074  0.22
N -1.1979 1.0381 -0.3328  -0.89
C -2.2377 0.1968 0.0875  0.28
C -3.4661 0.7299 0.3860  -0.28
C -4.4767 -0.0751 0.9027  -0.17
C -4.3141 -1.3831 1.2667  -0.25
C -3.0173 -1.8855 1.0697  -0.16
C -2.0020 -1.1313 0.4971  -0.41
P -0.3331 -1.8960 0.3126  0.78
C -0.1452 -2.7396 1.9684  -0.33
C -0.6309 -4.0172 2.2765  -0.21
C -0.3701 -4.5960 3.5077  -0.21
C 0.3891 -3.9033 4.4683  -0.20
C 0.8552 -2.6614 4.1734  -0.22
C 0.5903 -2.0957 2.9356  -0.13
C -0.5563 -3.3405 -0.8086  -0.35
C -1.7738 -3.9596 -1.1290  -0.21
C -1.8163 -4.9474 -2.1016  -0.21
C -0.6913 -5.3415 -2.7707  -0.20
C 0.5686 -4.8405 -2.3701  -0.23
C 0.5607 -3.8848 -1.3787  -0.13
H -0.3914 0.9166 0.2691  0.41
H -1.4597 1.9846 -0.4461  0.39
H -3.7222 1.6945 0.0787  0.20
H -5.4473 0.3602 1.0228  0.21
H -5.0511 -1.9565 1.8145  0.22
H -2.6969 -2.8154 1.5394  0.22
H -1.2511 -4.5236 1.5271  0.22
H -0.7758 -5.5733 3.7193  0.21
H 0.6031 -4.4301 5.3913  0.21
H 1.5560 -2.2130 4.8411  0.22
H 1.0117 -1.1257 2.6832  0.21
H -2.7085 -3.6710 -0.7168  0.22
H -2.7646 -5.4182 -2.3144  0.21
H -0.7870 -6.1244 -3.5569  0.21
H 1.4271 -5.1123 -2.9419  0.22
H 1.5099 -3.4267 -1.0533  0.21
O 0.7782 -0.9346 -3.5480  -0.82
C 1.9090 -1.4690 -3.5186  0.64
O 2.8556 -0.9917 -2.8660  -0.75
H 2.0796 -2.3484 -4.1792  0.09

---

2.
Molecular formula: C32H27IO4PSiTa
Method: DFT, ωB97M-V/def2-TZVPD

As for the net charge: +2. The frontier orbital gap (spin up / spin down) comes out at 6.265 / 6.283 eV. The value obtained for the LUMO energy (spin up / spin down) is -6.94 / -6.83 eV.

Last column: natural (NBO) charge in e.
Positions of all 67 atoms, in Å:
Ta -0.7370 -0.5781 0.1687  1.42
O -3.7805 1.8066 1.4247  -0.44
C -3.1327 0.9731 0.8844  0.69
O -1.9347 0.5242 1.2501  -0.78
C -3.6437 0.2074 -0.3782  0.71
O -4.6631 0.3375 -0.9486  -0.42
O -2.7193 -0.8227 -0.7125  -0.91
I -1.4343 2.3538 -1.7447  0.29
C -1.0579 3.3879 0.0568  -0.14
C -2.0631 4.2244 0.4556  -0.20
C -1.8766 5.0950 1.5451  -0.19
C -0.6609 5.1494 2.1568  -0.16
C 0.3963 4.2942 1.7624  0.02
C 1.6603 4.4233 2.3872  -0.14
C 2.7132 3.6276 2.0376  -0.21
C 2.5087 2.6035 1.1045  -0.14
C 1.2947 2.4248 0.4746  -0.40
P 1.1613 0.8669 -0.4328  1.01
C 1.9078 -0.3405 0.6990  -0.35
C 3.0200 -1.1513 0.4823  -0.21
C 3.3386 -2.1238 1.4176  -0.15
C 2.5321 -2.3432 2.5356  -0.20
C 1.4077 -1.5681 2.7492  -0.07
C 1.0964 -0.5644 1.8296  -0.39
C 2.0817 0.9752 -1.9693  -0.33
C 2.1857 -0.1516 -2.7848  -0.22
C 2.8858 -0.0828 -3.9767  -0.18
C 3.4698 1.1177 -4.3628  -0.16
C 3.3521 2.2438 -3.5621  -0.19
C 2.6572 2.1777 -2.3647  -0.19
C 0.2048 3.3272 0.7305  -0.10
H -3.0023 4.2426 -0.0792  0.25
H -2.6872 5.7397 1.8533  0.25
H -0.4766 5.8556 2.9556  0.23
H 1.7776 5.1831 3.1490  0.24
H 3.6826 3.7505 2.4992  0.24
H 3.3244 1.9195 0.8989  0.22
H 3.6451 -0.9973 -0.3880  0.25
H 4.2317 -2.7197 1.2821  0.25
H 2.8031 -3.1098 3.2486  0.25
H 0.7931 -1.7124 3.6275  0.24
H 0.3278 0.1919 2.0903  0.28
H 1.7109 -1.0813 -2.4975  0.20
H 2.9731 -0.9556 -4.6083  0.24
H 4.0124 1.1741 -5.2961  0.24
H 3.7994 3.1782 -3.8709  0.24
H 2.5663 3.0593 -1.7407  0.23
C -4.5858 -2.5517 0.7223  -1.17
Si -3.4064 -2.4544 -0.6929  1.87
C -4.0602 -2.8498 -2.3627  -1.16
C -1.7315 -3.2101 -0.2521  -0.48
C -0.5476 -2.6083 -0.7662  -0.50
C 0.7213 -3.1051 -0.4393  -0.14
C 0.8343 -4.1689 0.4475  -0.18
C -0.3078 -4.7562 0.9575  -0.15
C -1.5739 -4.2828 0.6127  -0.11
H -4.8730 -3.5922 0.8917  0.28
H -5.5059 -2.0051 0.5091  0.29
H -4.1562 -2.1743 1.6529  0.26
H -4.2350 -3.9247 -2.4454  0.28
H -3.3683 -2.5603 -3.1545  0.27
H -5.0110 -2.3402 -2.5290  0.29
H -0.5904 -1.9221 -1.6543  0.26
H 1.6003 -2.6951 -0.9055  0.25
H 1.8092 -4.5613 0.7027  0.25
H -0.2220 -5.6012 1.6277  0.25
H -2.4420 -4.7693 1.0390  0.23

---

3.
Molecular formula: C32H27N5O5Ru
Method: DFT, ωB97M-V/def2-TZVPD

Its spin multiplicity is 6. As for the net charge: +1. The frontier orbital gap (spin up / spin down) comes out at 6.310 / 6.563 eV. The calculation puts the energy above the lowest of the compared OMol25 structures with the same formula, charge and spin at 0.0 kJ/mol. The value obtained for the LUMO energy (spin up / spin down) is -4.15 / -3.97 eV.

Last column: natural (NBO) charge in e.
Positions of all 70 atoms, in Å:
Ru -0.1287 -0.2419 -0.0997  1.54
C -4.4301 0.8018 -0.3862  -0.25
O -4.7205 -0.3674 0.3231  -0.52
C -4.1601 -0.3918 1.5702  0.30
C -4.9902 -0.2935 2.6953  -0.22
C -4.4103 -0.2333 3.9931  -0.23
C -3.0440 -0.2975 4.1277  -0.18
C -2.2494 -0.4863 2.9419  -0.18
C -0.7761 -0.5345 3.1352  0.16
N 0.1427 -0.5233 2.2723  -0.30
N 1.4267 -0.4535 2.7099  -0.39
C 2.1786 -0.0832 1.6905  0.58
O 1.6660 0.2411 0.5347  -0.69
C 3.6587 -0.2085 1.8155  -0.13
C 4.1696 -0.4274 3.0975  -0.17
C 5.5064 -0.6183 3.2138  -0.20
C 6.3013 -0.6477 2.0449  -0.19
C 5.7525 -0.4652 0.7828  -0.20
C 4.3951 -0.2024 0.6643  -0.19
C -2.7738 -0.4851 1.6815  0.28
O -1.9839 -0.5603 0.6190  -0.76
H -5.0787 0.7602 -1.2565  0.20
H -3.3777 0.8097 -0.7069  0.18
H -4.6595 1.6704 0.2240  0.17
H -6.0828 -0.2205 2.6396  0.24
H -5.0344 -0.1452 4.8684  0.23
H -2.5853 -0.2860 5.1229  0.23
H -0.4309 -0.5730 4.1820  0.21
H 3.5010 -0.4355 3.9396  0.24
H 5.9726 -0.7414 4.1987  0.23
H 7.3443 -0.9277 2.1379  0.22
H 6.3091 -0.5539 -0.1283  0.22
H 3.9311 -0.0614 -0.3305  0.23
C -1.1100 2.8350 1.2796  -0.65
C -0.6927 3.0903 -0.1130  0.24
C -0.5191 4.3939 -0.4655  -0.23
C -0.1639 4.7730 -1.7603  -0.12
C 0.0251 3.7406 -2.6729  -0.22
C -0.1202 2.4013 -2.2751  0.18
N -0.4720 2.0946 -0.9880  -0.47
C -0.0551 1.2769 -3.2215  0.20
C -0.2108 1.5030 -4.5776  -0.22
C -0.1792 0.3876 -5.3559  -0.12
C -0.0543 -0.8735 -4.8175  -0.22
C 0.0740 -1.0029 -3.4349  0.20
N 0.0994 0.0807 -2.6339  -0.46
C 0.1129 -2.3294 -2.8203  0.17
C 0.2749 -3.4531 -3.5652  -0.23
C 0.0820 -4.6685 -2.9533  -0.11
C -0.1868 -4.6853 -1.5989  -0.23
C -0.2581 -3.5223 -0.9005  0.26
C -0.5094 -3.5703 0.5619  -0.67
N -0.0417 -2.3338 -1.4755  -0.48
H -1.6268 3.7093 1.6945  0.24
H -0.2702 2.6022 1.9056  0.24
H -1.7701 1.9872 1.3539  0.23
H -0.6461 5.1893 0.2612  0.23
H -0.0332 5.8004 -2.0535  0.24
H 0.2328 3.9489 -3.6951  0.22
H -0.4162 2.4873 -4.9350  0.24
H -0.2706 0.5331 -6.4106  0.23
H -0.0976 -1.7507 -5.4506  0.23
H 0.5507 -3.4436 -4.6068  0.23
H 0.1642 -5.6276 -3.4468  0.24
H -0.3093 -5.6226 -1.0895  0.23
H -0.5469 -4.6090 0.9239  0.23
H -1.4923 -3.1696 0.8208  0.25
H 0.2104 -3.0229 1.1646  0.24
O 4.9164 3.7875 1.8233  0.01
O 3.9703 4.2455 1.2104  -0.01

---

4.
Molecular formula: C32H27NO2
Method: DFT, ωB97M-V/def2-TZVPD

The frontier orbital gap comes out at 8.139 eV. The calculation puts the energy above the lowest of the compared OMol25 structures with the same formula, charge and spin at 6.1 kJ/mol. The value obtained for the LUMO energy is -0.11 eV.

Last column: natural (NBO) charge in e.
Positions of all 62 atoms, in Å:
C 2.4404 5.9506 0.4331  -0.63
C 1.4991 5.1581 1.3042  -0.08
O 0.3296 4.8235 0.5154  -0.51
C -0.5490 4.1092 1.2402  0.81
C -1.8592 3.8473 0.4789  -0.35
C -2.4761 2.5151 0.9018  -0.01
C -2.2111 1.8452 2.1142  -0.15
C -3.0250 0.7835 2.5288  -0.18
C -4.0461 0.3142 1.6983  -0.18
C -5.0252 -0.6502 2.1580  0.28
N -5.8543 -1.3915 2.5333  -0.31
C -4.0821 0.7759 0.3799  -0.17
C -3.2323 1.7896 -0.0329  -0.18
O -0.2631 3.7732 2.3773  -0.61
H 3.2714 6.3619 1.0310  0.22
H 2.8692 5.3058 -0.3515  0.21
H 1.9246 6.7929 -0.0455  0.22
H 2.0016 4.2602 1.6697  0.19
H 1.1877 5.7269 2.1785  0.19
H -1.6104 3.7916 -0.6018  0.25
H -1.4213 2.1486 2.7866  0.25
H -2.9060 0.3394 3.5190  0.23
H -4.8345 0.3761 -0.2906  0.23
H -3.2085 2.0440 -1.0945  0.23
C 1.3459 9.9277 -2.0118  -0.21
C 0.9705 8.6650 -2.4584  -0.20
C 0.0856 7.8803 -1.7252  -0.23
C -0.4857 8.3517 -0.5266  0.02
C -1.4155 7.4685 0.2245  -0.03
C -2.0350 6.4309 -0.4205  -0.17
C -2.6590 5.1941 0.1913  -0.27
C -4.0029 4.8314 -0.5371  -0.02
C -5.0183 4.2324 0.2026  -0.20
C -6.0518 3.5735 -0.4522  -0.20
C -6.1231 3.5803 -1.8375  -0.22
C -5.2182 4.3396 -2.5641  -0.22
C -4.1670 4.9967 -1.9094  -0.18
C -1.6313 7.7636 1.6684  -0.08
C -2.9064 7.7340 2.2715  -0.18
C -3.0472 8.0070 3.6294  -0.21
C -1.9266 8.2607 4.4191  -0.22
C -0.6568 8.2754 3.8435  -0.16
C -0.5164 8.0529 2.4809  -0.22
C -0.1230 9.6549 -0.1044  -0.21
C 0.7857 10.4162 -0.8346  -0.22
H 2.0488 10.5226 -2.5817  0.22
H 1.3749 8.2640 -3.3813  0.21
H -0.1739 6.8718 -2.0621  0.22
H -2.2092 6.5915 -1.4953  0.21
H -2.7017 5.2110 1.3121  0.24
H -4.9878 4.2734 1.2767  0.22
H -6.7596 3.0140 0.1240  0.22
H -6.9085 3.0102 -2.3564  0.22
H -5.2817 4.3906 -3.6397  0.22
H -3.5120 5.6274 -2.4961  0.20
H -3.7720 7.5558 1.6228  0.22
H -4.0511 8.0270 4.0556  0.22
H -2.0451 8.4275 5.4759  0.22
H 0.2299 8.4697 4.4458  0.21
H 0.4774 8.1117 2.0133  0.22
H -0.5633 10.0706 0.8064  0.22
H 1.0580 11.4048 -0.4776  0.22

---

Largest force on an atom (eV/A)
2.72, 0.90, 3.34, 4.36
Molar mass (g/mol)
714.53, 842.48, 662.67, 457.57